Version i
Molecular formula: C8H11NO
Method: DFT, ωB97M-V/def2-TZVPD

Geometry (Å):
C -1.427 -1.416 0.616
C -0.084 -0.778 0.314
C 0.895 -1.325 1.189
C 2.188 -0.748 1.136
C 2.547 0.416 0.233
C 1.548 0.680 -0.842
C 0.239 0.276 -0.680
C -0.813 0.726 -1.628
H -2.699 0.613 0.633
H -1.144 0.699 1.809
H -1.593 -2.238 1.270
H -2.041 -1.451 -0.495
H 0.835 -2.471 1.485
H 3.037 -1.110 1.806
H 3.448 1.486 0.611
H 1.803 1.225 -1.855
H -0.111 1.216 -2.450
H -1.255 0.009 -2.359
H -1.360 2.678 -1.190
N -2.206 -0.150 1.421
O -1.807 1.667 -1.026

The calculation puts the HOMO-LUMO gap at 8.50 eV. Its spin multiplicity is 1. As for the lowest unoccupied orbital energy: 0.31 eV. As for the total charge: 0.

Mulliken atomic charges, in units of e: C -0.44; C -0.01; C -0.64; C -0.30; C -0.61; C -0.36; C 1.46; C -0.85; H 0.31; H 0.29; H 0.39; H 0.19; H 0.20; H 0.31; H 0.21; H 0.18; H 0.27; H 0.33; H 0.33; N -0.73; O -0.57



Version ii
Molecular formula: C8H11NO
Method: DFT, ωB97M-V/def2-TZVPD

Geometry (Å):
C -1.155 1.390 1.980
C -0.941 0.526 0.821
C -2.090 0.469 -0.161
C 0.330 0.133 0.403
C 1.564 0.319 1.411
C 0.700 -0.644 -0.815
N -0.184 -1.177 -1.611
C 0.539 -1.734 -2.627
C 1.869 -1.423 -2.438
O 1.958 -0.665 -1.276
H -2.103 1.850 1.909
H -0.394 2.181 2.078
H -1.154 0.860 2.906
H -2.722 -0.531 0.044
H -2.791 1.271 -0.002
H -1.850 0.188 -1.248
H 1.510 1.342 1.823
H 1.562 -0.492 2.204
H 2.519 0.150 0.771
H 0.003 -2.387 -3.308
H 2.832 -1.625 -2.864

Its SMILES is CC(C)=C(C)c1ncco1. The calculation puts the HOMO-LUMO gap at 9.03 eV. Its spin multiplicity is 1. As for the lowest unoccupied orbital energy: 0.91 eV. As for the total charge: 0.

Mulliken atomic charges, in units of e: C -1.45; C 1.27; C -1.28; C 0.18; C -1.22; C 0.37; N -0.48; C -0.37; C -0.31; O -0.33; H 0.43; H 0.31; H 0.31; H 0.23; H 0.34; H 0.34; H 0.32; H 0.25; H 0.30; H 0.39; H 0.39



Most stable one: version ii, least stable one: version i.